# C33H50ClN4O11S

A cluster of 3 separate species, C33H50ClN4O11S in total (ωB97M-V/def2-TZVPD, the Open Molecules 2025 dataset).

Geometry as ORCA input:
```
! wB97M-V def2-TZVPD RIJCOSX def2/J DEFGRID3
* xyz 1 1
C -4.67 0.62 2.08
C -4.86 0.09 0.66
C -3.53 -0.39 0.05
O -2.40 0.23 0.65
C -1.63 1.07 -0.17
C -2.45 2.30 -0.64
C -2.79 2.37 -2.10
C -4.22 2.25 -2.53
N -1.82 2.56 -2.91
C -0.82 0.30 -1.25
C 0.55 0.97 -1.31
C 1.85 0.14 -1.34
C 1.69 -1.31 -1.77
C 1.71 -1.55 -3.30
C 1.06 -0.50 -4.18
N 1.34 -0.72 -5.62
N 0.45 2.06 -0.26
C 1.70 2.72 0.22
C 1.56 4.26 0.14
C 2.18 4.85 -1.14
C 1.21 5.75 -1.94
S 2.01 7.06 -2.85
O 1.00 8.02 -3.18
O 2.77 6.47 -3.90
Cl 3.30 7.87 -1.51
C -0.47 1.45 0.76
C -0.77 2.24 2.01
C -0.69 1.49 3.35
C -0.53 0.00 3.45
N -0.79 2.14 4.44
H -5.58 0.56 2.66
H -3.93 0.05 2.63
H -4.39 1.67 2.04
H -5.22 0.91 0.04
H -5.60 -0.71 0.62
H -3.52 -0.31 -1.03
H -3.45 -1.46 0.27
H -1.86 3.20 -0.45
H -3.33 2.41 -0.02
H -4.35 2.68 -3.52
H -4.89 2.81 -1.87
H -4.55 1.21 -2.56
H -2.14 2.60 -3.88
H -1.29 0.17 -2.22
H -0.82 -0.71 -0.82
H 0.53 1.52 -2.26
H 2.32 0.18 -0.35
H 2.54 0.63 -2.03
H 0.82 -1.79 -1.34
H 2.54 -1.83 -1.36
H 1.26 -2.53 -3.47
H 2.76 -1.64 -3.62
H -0.03 -0.55 -4.07
H 1.44 0.49 -3.94
H 2.07 -0.09 -5.91
H 1.76 -1.64 -5.73
H -0.03 2.80 -0.78
H 1.91 2.45 1.25
H 2.55 2.43 -0.39
H 0.53 4.57 0.28
H 2.12 4.65 0.99
H 2.53 4.08 -1.82
H 3.07 5.43 -0.88
H 0.40 6.16 -1.35
H 0.79 5.16 -2.76
H 0.00 0.48 0.92
H -0.16 3.13 2.10
H -1.80 2.59 1.93
H 0.32 -0.20 4.09
H -0.36 -0.52 2.51
H -1.39 -0.45 3.93
H -0.90 3.14 4.28
C -2.04 -6.30 2.27
C -3.15 -7.04 2.14
C -4.53 -6.43 2.18
O -5.48 -7.17 2.03
C -4.64 -4.99 2.39
C -3.53 -4.26 2.53
C -2.16 -4.87 2.46
O -1.21 -4.11 2.58
O -3.53 -2.95 2.73
O -3.13 -8.35 1.96
H -1.05 -6.73 2.24
H -5.63 -4.56 2.43
H -2.59 -2.70 2.80
H -4.06 -8.64 1.90
C 4.52 -2.41 1.76
C 5.26 -3.13 2.62
C 6.66 -3.57 2.30
O 7.25 -4.20 3.15
C 7.21 -3.23 1.00
C 6.47 -2.51 0.14
C 5.08 -2.05 0.47
O 4.49 -1.39 -0.37
O 6.91 -2.16 -1.07
O 4.82 -3.49 3.81
H 3.52 -2.08 1.98
H 8.21 -3.57 0.77
H 6.19 -1.65 -1.48
H 5.54 -4.00 4.23
*
```

Properties
- LUMO level (eV) = -3.50
- Kohn-Sham gap (eV) = 8.038

Atom charges from the Löwdin analysis, given in e for atoms 1 to 6: -0.082 -0.195 -0.177 -0.102 -0.390 -0.037